ORCA calculation (ωB97M-V with the def2-TZVPD basis set) on a cluster of 10 separate species, C23H66O17 in total at a distorted geometry.

## Properties
Lowest unoccupied orbital energy: -0.1 eV
Frontier orbital gap: 9.72 eV
F_max: 1.822 eV Å⁻¹
Energy above the lowest of the compared OMol25 structures with the same formula, charge and spin: 9.00 kcal per mole
Highest occupied orbital energy: -9.84 eV
Net charge: 0

Last column: Löwdin charge in e.
Geometry (Å):
C (4.0158, -0.4350, -2.7160)  -0.23
C (2.7023, -0.7513, -3.4307)  -0.22
O (2.3519, -2.1379, -3.3772)  -0.09
O (5.1112, -0.4887, -3.6322)  -0.06
H (4.1556, -1.0448, -1.8205)  0.12
H (3.9347, 0.5890, -2.3405)  0.10
H (2.7262, -0.3375, -4.4390)  0.13
H (1.9224, -0.2377, -2.8533)  0.10
H (2.8414, -2.5663, -4.0911)  0.11
H (5.4298, -1.3938, -3.7000)  0.08
C (1.9678, 2.8613, -1.7308)  -0.25
C (2.7708, 4.1004, -2.0420)  -0.23
O (1.9724, 5.0823, -2.6868)  -0.06
O (2.5981, 2.0884, -0.7197)  -0.08
H (1.8925, 2.2404, -2.6385)  0.11
H (0.9439, 3.1213, -1.4337)  0.11
H (3.6359, 3.8689, -2.6723)  0.12
H (3.1831, 4.5523, -1.1397)  0.13
H (1.5450, 4.7135, -3.4643)  0.08
H (1.9629, 1.4403, -0.3738)  0.04
C (-2.2949, 3.0559, -1.7581)  -0.24
C (-3.2663, 2.4216, -2.7553)  -0.19
O (-2.5599, 1.8877, -3.8875)  -0.09
O (-2.0147, 4.4275, -2.0400)  -0.05
H (-1.3904, 2.4380, -1.7174)  0.11
H (-2.6817, 3.0287, -0.7391)  0.10
H (-3.9972, 3.1446, -3.1203)  0.13
H (-3.6742, 1.5371, -2.2618)  0.12
H (-1.8898, 2.5123, -4.1806)  0.09
H (-1.4403, 4.4436, -2.8134)  0.07
C (-0.9065, -1.7691, -3.6324)  -0.27
C (-2.3455, -1.4367, -3.2819)  -0.26
O (-2.9972, -0.8264, -4.3794)  -0.07
O (-0.3304, -2.5750, -2.6315)  -0.08
H (-0.3477, -0.8450, -3.8701)  0.11
H (-0.9063, -2.2663, -4.6171)  0.13
H (-2.4421, -0.8372, -2.3671)  0.10
H (-2.8329, -2.3802, -3.0127)  0.12
H (-2.8746, 0.1309, -4.2664)  0.04
H (0.5824, -2.7034, -2.9534)  0.05
C (-1.4430, -3.6853, 2.4657)  -0.22
C (-0.5308, -4.6528, 1.6976)  -0.20
O (0.6228, -5.0126, 2.4722)  -0.08
O (-2.2473, -4.4185, 3.4111)  -0.07
H (-2.1613, -3.1824, 1.8233)  0.11
H (-0.8401, -2.9489, 2.9995)  0.10
H (-0.2262, -4.2368, 0.7386)  0.11
H (-1.0687, -5.5909, 1.5393)  0.12
H (0.3371, -5.3706, 3.3153)  0.08
H (-1.6614, -4.8595, 4.0321)  0.07
C (-0.3200, 4.2306, 2.1344)  -0.19
C (0.8596, 4.7979, 1.3755)  -0.22
O (2.0309, 4.0024, 1.5572)  -0.07
O (-0.9433, 3.2286, 1.3136)  -0.11
H (-1.1011, 4.9645, 2.3538)  0.12
H (0.0427, 3.8103, 3.0751)  0.10
H (1.1183, 5.7612, 1.8209)  0.12
H (0.6920, 5.0068, 0.3176)  0.12
H (2.0018, 3.2520, 0.9418)  0.05
H (-1.7605, 2.9001, 1.7230)  0.04
C (-4.9527, 2.5349, 2.0227)  -0.21
C (-5.3227, 1.7150, 0.7702)  -0.23
O (-6.7212, 1.8133, 0.5343)  -0.06
O (-3.5485, 2.3804, 2.2799)  -0.10
H (-5.4936, 2.0958, 2.8637)  0.13
H (-5.2032, 3.5908, 1.9070)  0.12
H (-5.0215, 0.6954, 0.9855)  0.13
H (-4.8245, 2.2082, -0.0676)  0.10
H (-6.8650, 2.6973, 0.1827)  0.09
H (-3.3937, 2.7122, 3.1720)  0.10
C (1.5495, 1.9731, 4.5221)  -0.06
C (0.2121, 1.2458, 4.5090)  -0.49
C (0.3882, -0.2502, 4.2779)  -0.06
O (-0.4360, 1.4822, 5.7568)  -0.05
H (2.0515, 2.0824, 3.5582)  0.07
H (2.2898, 1.4451, 5.1371)  0.08
H (1.4988, 2.9694, 4.9647)  0.08
H (-0.4554, 1.6054, 3.7241)  0.12
H (1.0180, -0.6508, 5.0750)  0.09
H (0.8290, -0.5043, 3.3137)  0.06
H (-0.5994, -0.7155, 4.2469)  0.07
H (0.1211, 1.1141, 6.4514)  0.09
C (1.1701, -1.1858, 0.1742)  -0.02
C (0.1156, -0.0612, 0.1809)  -0.46
C (-1.2225, -0.4719, 0.7278)  -0.03
O (0.6716, 0.9627, 1.0116)  -0.08
H (2.0959, -0.8108, -0.2621)  0.07
H (0.8142, -2.0699, -0.3482)  0.05
H (1.3701, -1.4368, 1.2185)  0.08
H (0.0689, 0.3274, -0.8542)  0.13
H (-1.1000, -0.8757, 1.7367)  0.06
H (-1.7052, -1.2318, 0.1052)  0.08
H (-1.9280, 0.3518, 0.8715)  0.07
H (0.0180, 1.6715, 1.1612)  0.05
C (2.1352, -6.6750, -0.6380)  -0.05
C (3.1721, -5.6148, -0.2848)  -0.50
C (2.8449, -4.2884, -0.9528)  -0.06
O (3.3337, -5.5262, 1.1239)  -0.05
H (2.0006, -6.8018, -1.7119)  0.08
H (1.1633, -6.3971, -0.2169)  0.07
H (2.4140, -7.6179, -0.1658)  0.08
H (4.1603, -5.9230, -0.6388)  0.13
H (1.7656, -4.1309, -0.9337)  0.06
H (3.1975, -4.2928, -1.9864)  0.07
H (3.4115, -3.4663, -0.5107)  0.08
H (2.4570, -5.3253, 1.4859)  0.05

Atomic forces in eV per Å
C -0.273 0.418 -0.623
C -0.179 0.306 1.568
O 0.438 0.083 -0.842
O 0.054 -0.118 0.345
H 0.014 -0.306 -0.179
H 0.249 0.052 -0.216
H -0.024 -0.174 -0.106
H -0.107 -0.125 -0.237
H -0.156 -0.173 0.156
H 0.010 0.027 0.084
C -0.200 -0.836 -0.024
C 0.380 0.235 -0.246
O -0.210 0.266 0.194
O 0.158 0.183 -0.098
H -0.121 0.149 -0.099
H 0.070 0.254 0.070
H -0.021 -0.218 0.026
H -0.316 -0.007 0.129
H 0.188 -0.131 -0.071
H 0.026 0.227 0.273
C -0.349 0.177 0.122
C 1.112 -0.216 0.259
O 0.026 0.108 0.006
O 0.179 -0.527 -0.207
H 0.114 0.077 -0.146
H -0.232 0.124 -0.089
H -0.265 -0.139 0.368
H -0.515 0.196 -0.195
H -0.086 -0.013 -0.110
H 0.043 0.292 0.126
C -0.312 0.405 -0.905
C -0.055 -0.447 0.201
O 0.004 0.064 0.383
O 0.526 0.192 -0.328
H 0.063 0.016 0.626
H -0.246 -0.261 0.266
H 0.326 0.219 -0.095
H -0.162 0.019 -0.351
H -0.018 -0.162 -0.278
H -0.141 -0.049 0.551
C -0.068 -0.945 0.279
C -0.475 -0.177 0.715
O 0.297 0.581 -0.450
O 0.167 0.254 -0.227
H 0.095 -0.020 -0.149
H 0.106 0.158 -0.144
H 0.344 0.007 0.117
H -0.360 0.235 -0.399
H 0.021 -0.149 0.008
H -0.062 0.058 0.150
C -0.643 -0.111 -0.587
C 0.807 0.377 0.704
O -0.347 -0.146 -0.336
O 0.186 -0.570 0.057
H 0.305 0.345 0.003
H 0.043 -0.027 -0.017
H -0.098 0.043 0.079
H -0.458 -0.257 -0.057
H 0.202 0.082 0.095
H -0.020 0.227 -0.110
C 0.027 -0.757 0.047
C -0.017 1.682 0.701
O 0.178 -0.288 0.174
O 0.033 0.180 0.004
H -0.220 0.251 0.009
H -0.109 0.022 -0.050
H -0.112 -0.199 -0.560
H 0.501 -0.699 -0.162
H -0.228 -0.081 -0.013
H 0.032 -0.137 0.008
C 0.821 0.182 -0.095
C 0.791 -0.229 -0.020
C -0.281 0.010 -0.185
O -0.467 -0.039 -0.095
H -0.397 -0.087 -0.187
H -0.275 -0.234 0.112
H -0.374 0.037 -0.121
H -0.028 0.358 0.138
H -0.151 -0.263 -0.010
H 0.305 0.368 0.024
H 0.028 -0.146 0.449
H 0.001 0.016 -0.026
C -0.716 0.470 0.530
C 0.868 0.008 -0.172
C -0.550 -0.422 0.212
O 0.232 -0.009 -0.055
H 0.040 -0.154 -0.099
H 0.046 0.083 -0.186
H 0.097 -0.138 -0.038
H -0.469 -0.105 0.118
H 0.178 -0.154 -0.096
H 0.080 0.057 0.013
H 0.137 0.198 -0.361
H 0.015 0.132 -0.157
C 0.018 -0.056 0.386
C 0.434 -0.204 -0.264
C 0.398 -0.054 -0.085
O -0.453 0.227 -0.110
H 0.127 -0.036 -0.029
H 0.008 0.110 -0.038
H 0.013 -0.077 -0.208
H -0.062 -0.150 -0.014
H 0.053 0.398 -0.017
H -0.354 -0.220 -0.126
H -0.329 0.006 0.336
H 0.097 -0.009 0.279